DFT (ωB97M-V/def2-TZVPD) results for a cluster of 2 separate species, C20H19BO in total.

Summary:
gap between HOMO and LUMO: 5.53 eV
ΔE to the lowest compared entry with this formula, charge and spin: 56.46 kcal/mol

```
! wB97M-V def2-TZVPD RIJCOSX def2/J DEFGRID3
* xyz 0 1
O -1.806 2.406 4.068
C -2.190 -0.915 -1.372
C 2.317 -0.394 -3.350
C -1.713 0.462 2.764
C -1.135 1.706 3.117
C 1.292 -0.603 -2.438
C 3.531 0.131 -2.891
C -2.174 -1.399 -3.771
C -1.294 -0.179 1.619
C -0.781 -1.259 -3.822
C 1.438 -0.200 -1.060
C 0.027 2.161 2.440
C -2.866 -1.233 -2.559
C -0.096 -0.992 -2.644
C -0.234 0.332 0.829
C 0.142 -0.300 -0.412
C 3.710 0.438 -1.530
C -0.799 -0.806 -1.398
C 0.441 1.491 1.299
C -1.329 3.712 4.440
C 2.673 0.260 -0.605
B 0.524 -3.362 1.309
H -2.727 -1.642 -4.679
H 1.286 1.888 0.742
H -0.293 3.668 4.806
H 0.384 -2.265 0.688
H -2.527 0.082 3.382
H 0.568 3.045 2.792
H -0.220 -1.339 -4.753
H -2.004 4.004 5.244
H -1.397 4.430 3.606
H -0.240 -3.385 2.274
H -1.758 -1.125 1.342
H 4.667 0.833 -1.186
H -2.722 -0.716 -0.446
H -3.952 -1.338 -2.537
H 4.352 0.288 -3.592
H 2.142 -0.630 -4.401
H 2.811 0.470 0.454
H 1.691 -3.445 1.691
H 0.259 -4.282 0.538
*
```

---

DFT (ωB97M-V/def2-TZVPD) results for a structure of composition C5H6OS2.

Summary:
gap between HOMO and LUMO: 7.48 eV
ΔE to the lowest compared entry with this formula, charge and spin: 167.34 kcal/mol

```
! wB97M-V def2-TZVPD RIJCOSX def2/J DEFGRID3
* xyz 0 1
S 2.546 -0.870 -0.912
S -1.536 -1.775 -0.619
O 0.146 -0.626 2.045
C -0.233 -0.561 -0.775
C 1.072 -0.808 -0.123
C -0.410 2.140 -0.485
C 1.174 -0.632 1.374
C -1.017 0.739 -0.463
H -1.127 3.003 -0.124
H 2.152 -0.241 1.954
H 0.881 2.466 -0.791
H -1.357 -2.296 1.028
H -2.258 0.078 -0.211
H -0.034 -0.617 -1.897
*
```

---

DFT (ωB97M-V/def2-TZVPD) results for a structure of composition C15H35LaN4O9P.

Summary:
gap between HOMO and LUMO (alpha / beta): 3.95 / 4.00 eV

```
! wB97M-V def2-TZVPD RIJCOSX def2/J DEFGRID3
* xyz 1 1
La -0.493 0.207 -2.106
P 1.083 0.205 1.384
O 1.183 3.230 -2.054
O -0.233 -1.131 -3.999
O -2.232 -1.906 -0.432
O -2.762 0.859 0.692
O 1.600 -1.318 1.197
O 1.946 0.671 2.722
O 2.468 -1.165 -2.156
O 0.879 1.094 -4.173
O -0.418 0.154 1.999
N -1.830 1.440 -0.160
N -0.990 -1.889 -0.830
N 0.062 2.584 -1.511
N 1.386 -1.546 -1.623
C -2.478 3.530 1.059
C -0.360 -0.563 4.403
C 1.298 -2.584 1.811
C -0.585 3.356 -0.632
C -2.637 0.537 -3.280
C -0.449 -3.000 -1.426
C -1.035 -0.617 3.063
C 2.552 1.994 2.791
C 2.316 -3.586 1.341
C -1.251 -4.223 -1.663
C 1.599 3.002 3.390
C 0.853 -2.755 -1.974
C -0.187 4.759 -0.390
C 1.522 -3.589 -2.994
C -1.660 2.743 0.090
H 2.091 3.981 3.412
H -1.463 -4.658 -0.671
H 0.485 5.120 -1.167
H 1.390 -3.117 -3.983
H -3.427 -0.070 -2.819
H -3.159 4.202 0.520
H -0.823 -1.333 5.037
H -3.094 2.910 1.712
H 2.595 -3.647 -2.761
H 1.323 2.742 4.422
H -2.993 1.571 -3.267
H 2.052 -4.546 1.799
H 1.626 2.572 -2.633
H -1.862 4.178 1.693
H -0.698 -4.940 -2.275
H 0.297 -2.894 1.491
H 0.705 -0.789 4.344
H -2.056 -0.242 3.136
H 0.597 1.571 -4.968
H -2.490 0.210 -4.314
H 2.304 -3.698 0.251
H 1.324 -2.475 2.903
H 0.679 0.093 -4.372
H 0.332 4.877 0.572
H -1.103 -1.653 2.707
H -2.724 -0.104 0.486
H 1.087 -4.591 -3.018
H -0.479 0.415 4.879
H 0.677 3.065 2.797
H 3.320 -3.300 1.660
H 2.836 2.296 1.764
H -2.200 -3.948 -2.168
H -0.656 -1.578 -4.755
H -1.084 5.390 -0.358
H 3.446 1.897 3.407
*
```

---

DFT (ωB97M-V/def2-TZVPD) results for a cluster of 9 separate species, C53H50BrN9O19 in total.

Summary:
SMILES string: O=[N+]([O-])c1ccccc1.O=[N+]([O-])c1ccccc1.O=[N+]([O-])c1ccccc1.O=[N+]([O-])c1ccccc1.O=[N+]([O-])c1ccccc1.O=[N+]([O-])c1ccccc1.O=[N+]([O-])c1ccccc1.O=[N+]([O-])c1ccccc1.O=C(NBr)OCCCCO
gap between HOMO and LUMO: 9.02 eV

```
! wB97M-V def2-TZVPD RIJCOSX def2/J DEFGRID3
* xyz 0 1
Br 4.641 -4.783 -5.349
O 2.524 0.381 3.461
O 2.427 1.469 -3.924
O -4.841 4.648 8.805
O 4.335 5.192 4.962
O 7.427 -10.878 -10.159
O 2.972 -1.911 -6.910
O -0.709 -0.835 -0.505
O -2.057 -1.208 1.133
O -2.417 -3.649 -4.465
O 3.865 -3.542 -8.119
O 0.609 -4.787 -4.773
O -6.904 1.560 1.653
O -4.293 -2.592 -4.368
O -2.946 4.270 7.858
O 3.389 2.296 3.918
O 1.588 -0.279 -2.999
O 6.536 -9.355 -11.392
O 5.546 6.916 5.413
O -7.461 3.626 1.884
N 5.388 5.722 5.256
N -3.739 4.994 8.435
N 6.819 -9.837 -10.314
N 2.275 0.726 -2.973
N -3.417 -3.280 -3.882
N -1.795 -0.755 0.035
N 2.509 1.461 4.017
N -7.721 2.463 1.661
N 4.803 -3.034 -6.046
C -4.855 1.212 -2.091
C -2.553 -4.456 -1.911
C 3.835 -2.890 -7.130
C -4.698 -3.328 -1.781
C -9.124 2.115 1.370
C 0.217 3.358 6.244
C 7.507 2.661 5.351
C 5.265 -7.262 -8.109
C 2.958 1.064 -1.716
C 6.726 -9.624 -7.865
C 3.472 0.549 0.553
C -0.755 1.203 5.789
C -2.686 -4.842 -0.586
C -11.730 1.476 0.798
C 6.313 -8.942 -6.732
C -4.196 7.214 9.384
C -11.380 2.797 1.045
C 8.867 4.565 5.928
C -5.108 0.723 -0.815
C 4.240 1.704 0.624
C -10.767 0.476 0.844
C -4.818 -3.725 -0.459
C 6.401 3.484 5.207
C -4.107 0.074 -0.110
C 6.559 4.841 5.426
C -2.555 8.964 9.217
C -3.564 -3.702 -2.479
C -3.328 6.384 8.700
C 5.673 -7.936 -9.250
C -3.813 -4.477 0.138
C 2.824 0.221 -0.628
C -3.799 8.516 9.643
C 1.352 1.796 4.859
C 7.771 5.400 5.785
C 5.583 -7.767 -6.856
C 0.779 -1.803 -5.894
C 0.648 -4.393 -6.149
C 2.261 -1.956 -5.630
C -1.703 8.114 8.525
C 4.361 2.537 -0.482
C 0.336 0.867 5.005
C -2.592 0.407 -1.975
C 3.717 2.221 -1.667
C -2.087 6.809 8.262
C -3.602 1.052 -2.670
C 6.394 -9.107 -9.104
C 1.317 3.039 5.466
C 8.736 3.200 5.709
C -10.066 3.127 1.336
C -2.867 -0.068 -0.704
C -0.820 2.447 6.407
C -9.449 0.792 1.132
C 0.002 -3.038 -6.415
H -0.972 -3.039 -5.916
H 4.700 -6.342 -8.198
H 7.407 1.598 5.180
H 5.436 -7.560 -10.234
H 7.854 6.465 5.949
H -4.462 9.181 10.180
H 9.825 4.982 6.208
H 6.561 -9.329 -5.753
H 3.798 2.859 -2.534
H -11.042 -0.553 0.654
H -12.757 1.225 0.568
H -3.409 1.429 -3.666
H -1.905 -5.425 -0.118
H -5.638 1.722 -2.637
H 1.279 -4.296 -4.284
H -4.287 -0.311 0.883
H 9.597 2.552 5.815
H -1.562 0.494 5.914
H 5.437 3.084 4.927
H 0.076 -5.160 -6.682
H -3.908 -4.774 1.174
H -1.675 2.716 7.012
H -5.160 6.850 9.707
H -1.685 -4.729 -2.494
H 4.742 1.957 1.550
H -6.080 0.848 -0.365
H 0.167 4.326 6.724
H -0.736 8.465 8.191
H -2.249 9.981 9.425
H -5.694 -3.442 0.109
H 2.130 3.739 5.329
H 2.547 -2.853 -5.075
H 0.397 -0.093 4.514
H -12.132 3.574 1.010
H 3.379 -0.102 1.407
H 5.254 -7.225 -5.978
H 0.307 -1.405 -4.992
H -1.437 6.134 7.725
H 4.956 3.438 -0.420
H -5.465 -2.739 -2.261
H 2.218 -0.672 -0.688
H -1.613 0.270 -2.409
H 0.706 -1.012 -6.652
H -9.776 4.148 1.531
H -8.688 0.027 1.171
H 2.608 -1.105 -5.041
H -0.180 -2.959 -7.493
H 5.720 -3.045 -6.493
H 1.675 -4.447 -6.537
H 7.293 -10.540 -7.791
*
```

---

DFT (ωB97M-V/def2-TZVPD) results for an isolated molecule of C4H3BrFIN2.

Summary:
gap between HOMO and LUMO: 7.45 eV
ΔE to the lowest compared entry with this formula, charge and spin: 92.84 kcal/mol

```
! wB97M-V def2-TZVPD RIJCOSX def2/J DEFGRID3
* xyz 0 1
I 3.458 -1.425 0.089
Br -1.955 2.303 0.141
F 2.700 2.102 -0.345
N 0.630 -0.782 -0.028
N -0.514 -0.068 -0.042
C -0.492 1.224 -0.160
C 1.764 -0.118 -0.045
C -1.678 -0.937 0.027
C 1.958 1.193 0.223
H -1.780 -1.322 1.042
H -2.576 -0.393 -0.254
H -1.515 -1.778 -0.648
*
```

---

DFT (ωB97M-V/def2-TZVPD) results for a cluster of 2 separate species, C3H12N2O in total.

Summary:
SMILES string: NCCCN.O
gap between HOMO and LUMO: 9.72 eV
ΔE to the lowest compared entry with this formula, charge and spin: 13.05 kcal/mol

```
! wB97M-V def2-TZVPD RIJCOSX def2/J DEFGRID3
* xyz 0 1
O 1.206 -4.060 -2.445
N 0.610 0.061 -1.713
N -1.815 1.299 1.600
C -0.342 1.466 1.751
C -0.199 0.207 -0.460
C 0.342 1.405 0.364
H 1.431 1.372 0.428
H -2.315 1.997 2.138
H -0.175 2.421 2.246
H -0.148 -0.715 0.140
H 1.074 -0.840 -1.734
H 1.594 -4.923 -2.608
H -1.236 0.344 -0.747
H 0.075 0.685 2.407
H 0.606 -4.175 -1.703
H -0.034 2.308 -0.126
H -2.039 0.426 2.061
H 1.364 0.721 -1.597
*
```

---

DFT (ωB97M-V/def2-TZVPD) results for a structure of composition C4H9NO2.

Summary:
gap between HOMO and LUMO (alpha / beta): 8.01 / 8.00 eV
ΔE to the lowest compared entry with this formula, charge and spin: 125.81 kcal/mol

```
! wB97M-V def2-TZVPD RIJCOSX def2/J DEFGRID3
* xyz 0 1
O -1.203 0.012 0.518
O 0.035 1.890 0.371
N 1.122 -0.060 0.451
C 1.086 -1.439 0.400
C -0.099 0.552 0.445
C 0.310 -2.115 -0.612
C -1.188 2.612 0.415
H -0.681 -1.729 -0.828
H 0.535 -3.144 -0.885
H -0.909 3.663 0.343
H 1.214 -0.276 -1.441
H 0.994 -0.929 -1.861
H 0.303 -1.879 1.121
H -1.845 2.335 -0.416
H -1.718 2.425 1.354
H 2.043 -1.916 0.624
*
```

---

DFT (ωB97M-V/def2-TZVPD) results for a structure of composition C24H14BrCl2MgN4O4S.

Summary:
gap between HOMO and LUMO: 7.12 eV
ΔE to the lowest compared entry with this formula, charge and spin: 16.84 kcal/mol

```
! wB97M-V def2-TZVPD RIJCOSX def2/J DEFGRID3
* xyz -1 1
Br -2.954 2.332 -0.942
Cl 0.524 -2.858 -0.324
Cl 1.380 -0.501 -5.174
S -0.489 -0.782 -2.585
Mg -0.406 -0.243 0.016
O 3.249 1.595 -0.195
O 1.586 0.087 -0.329
O -1.306 2.159 3.329
O -3.706 0.713 2.657
N -0.247 1.990 -0.542
N 0.848 -0.385 2.181
N -2.531 -1.226 -0.052
N -1.587 0.498 1.716
C 0.433 4.662 -0.707
C -5.209 -1.938 -0.169
C -1.163 2.918 -0.729
C 0.986 -1.670 -2.744
C -2.958 -2.137 -0.929
C 1.035 2.371 -0.468
C -0.892 4.272 -0.813
C 1.414 3.701 -0.543
C 2.075 1.253 -0.312
C 0.477 0.664 2.912
C 2.077 -0.870 2.348
C -0.926 1.202 2.682
C 2.968 -0.349 3.270
C 2.650 -3.279 -1.885
C -3.423 -0.679 0.778
C 1.827 -1.564 -3.871
C 1.309 1.263 3.847
C -2.916 0.299 1.820
C 3.439 -3.121 -3.011
C -4.772 -1.000 0.747
C -4.283 -2.526 -1.018
C 2.574 0.740 4.033
C 1.467 -2.576 -1.781
C 3.015 -2.259 -4.009
H 2.467 3.932 -0.469
H 2.358 -1.686 1.695
H -1.694 4.979 -0.957
H 0.692 5.712 -0.763
H 0.940 2.120 4.392
H 4.373 -3.659 -3.108
H -4.576 -3.266 -1.750
H 3.254 1.183 4.751
H -2.205 -2.528 -1.600
H 2.948 -3.940 -1.082
H 3.605 -2.109 -4.903
H 3.957 -0.776 3.364
H -5.429 -0.506 1.448
H -6.256 -2.210 -0.222
*
```

---

DFT (ωB97M-V/def2-TZVPD) results for a structure of composition C29H32CrN5S2Si.

Summary:
gap between HOMO and LUMO (alpha / beta): 6.45 / 6.60 eV
ΔE to the lowest compared entry with this formula, charge and spin: 25.38 kcal/mol
⟨S²⟩: 0.778

```
! wB97M-V def2-TZVPD RIJCOSX def2/J DEFGRID3
* xyz 0 2
Cr -0.619 -0.554 -0.193
S 2.953 1.329 1.359
S 1.924 1.224 4.093
Si 0.293 -3.130 1.846
N -0.982 0.884 -1.632
N -0.667 -1.751 1.353
N 0.333 1.310 2.027
N -0.130 1.221 0.776
N 1.334 -0.936 -0.683
C 1.903 -2.597 2.677
C -2.685 -0.483 1.352
C -1.324 0.701 -2.914
C 3.007 -0.006 -3.862
C -2.554 -3.949 -1.982
C 1.174 -1.474 -4.354
C -1.650 1.730 -3.772
C 2.226 -0.684 -4.785
C 1.580 1.232 2.370
C -0.605 -3.575 -3.318
C 0.863 -1.606 -2.998
C 0.730 -4.187 0.328
C -0.983 2.156 -1.158
C -3.979 -0.079 3.330
C -0.522 2.300 0.194
C 0.261 1.266 4.809
C 1.639 -0.886 -2.084
C -1.335 3.241 -1.959
C -1.092 -2.058 -1.471
C -1.949 -1.386 3.444
C -1.733 -1.244 2.064
C -1.653 3.031 -3.284
C 2.703 -0.104 -2.514
C -0.681 -4.304 2.969
C -2.222 -2.842 -1.217
C -1.724 -4.334 -3.025
C -3.051 -0.817 4.055
C -3.781 0.091 1.968
C -0.296 -2.432 -2.572
H -0.166 2.260 4.701
H -1.947 -5.223 -3.603
H 2.442 -1.845 2.096
H -3.443 -4.523 -1.752
H -1.237 -1.945 4.036
H 3.845 0.597 -4.184
H 3.293 0.430 -1.779
H 2.566 -3.458 2.799
H -0.359 0.534 4.302
H -3.193 -0.951 5.121
H -1.333 -0.322 -3.259
H -1.893 3.864 -3.930
H -0.157 -4.397 -0.271
H 1.518 -1.864 -0.313
H 0.567 -1.989 -5.087
H 1.963 -0.288 -0.169
H -0.531 -4.094 4.029
H -4.501 0.646 1.379
H 1.728 -2.175 3.667
H 2.426 -0.585 -5.844
H -0.419 3.268 0.671
H 0.366 1.017 5.864
H -2.617 -0.405 0.256
H -4.846 0.347 3.816
H -1.353 4.231 -1.525
H 1.482 -3.761 -0.339
H -2.866 -2.599 -0.377
H -1.752 -4.253 2.762
H -1.910 1.509 -4.797
H -0.356 -5.329 2.790
H 0.055 -3.890 -4.116
H 1.130 -5.144 0.672
*
```